Molecular formula: C34H27N6Ru
Method: DFT, wB97M-V/def2-TZVPD

```
68
Properties=species:S:1:pos:R:3:forces:R:3:lowdin_spin:R:1
Ru 0.04248 -0.13518 -0.15436 0.047 0.055 -0.076 1.78
C 0.75370 6.90567 -0.36199 0.014 0.009 -0.017 0.00
C 0.21635 5.49818 -0.42422 0.053 -0.008 -0.023 0.02
C -1.06598 5.21290 0.02768 -0.049 -0.119 0.010 0.11
C -1.49069 3.87393 0.04437 -0.056 0.190 0.083 0.04
C -0.72838 2.82347 -0.42650 0.062 -0.302 -0.025 0.04
N -1.20748 1.50058 -0.30346 -0.082 0.230 -0.063 0.04
C -2.49605 1.21602 -0.62149 0.004 0.199 -0.074 0.02
C -3.25329 1.94235 -1.58122 0.124 -0.032 0.085 0.01
C -4.51305 1.56204 -1.97804 -0.075 -0.017 -0.050 0.00
C -5.13868 0.42539 -1.45885 0.035 -0.013 0.024 0.01
C -6.48204 -0.04357 -1.95280 0.008 0.021 -0.005 0.00
C -4.43498 -0.28200 -0.49928 -0.147 -0.081 -0.074 0.00
C -3.17895 0.10915 -0.05772 0.133 -0.272 0.302 0.02
N -2.63471 -0.63519 1.04901 0.025 0.283 -0.186 0.01
C -3.33995 -1.22791 2.03586 -0.139 0.055 0.107 0.00
C -2.45379 -1.86833 2.86684 0.164 0.039 -0.071 0.00
C -1.19222 -1.60361 2.30847 -0.005 -0.082 0.180 0.00
N -1.31462 -0.85822 1.22521 -0.226 -0.239 -0.209 0.01
C 0.57566 3.11296 -0.94313 0.136 0.134 0.024 0.11
C 1.01937 4.47105 -0.88840 -0.113 -0.059 0.017 0.09
N 1.42994 2.20051 -1.52203 -0.131 -0.153 -0.221 0.04
C 2.56596 2.50386 -2.25518 0.012 -0.104 0.075 0.19
C 3.06633 1.30279 -2.76691 0.024 0.146 -0.003 0.05
C 2.22117 0.31685 -2.32166 -0.094 -0.086 0.058 0.10
N 1.22268 0.82826 -1.56208 0.155 0.116 0.166 0.14
H -0.02209 7.63338 -0.61358 0.002 -0.004 -0.003 0.00
H 1.58454 7.04068 -1.05725 -0.001 0.006 0.003 0.00
H 1.11727 7.15042 0.64038 -0.001 -0.011 0.006 0.00
H -1.71096 6.00003 0.40256 -0.008 -0.004 -0.001 0.01
H -2.46802 3.63132 0.44803 0.011 0.008 0.010 0.00
H -2.78805 2.81530 -2.01775 -0.013 0.011 -0.006 0.00
H -5.02392 2.15006 -2.73551 0.005 0.001 0.005 0.00
H -7.07120 0.79327 -2.33377 -0.005 -0.001 0.007 0.00
H -7.05735 -0.51935 -1.15531 0.003 0.000 0.001 0.00
H -6.39090 -0.77185 -2.76489 0.015 0.006 -0.001 0.00
H -4.87415 -1.18194 -0.08108 0.015 0.009 0.009 0.00
H -4.40766 -1.11318 2.09378 0.002 -0.013 -0.016 0.00
H -2.68022 -2.44155 3.74807 0.012 0.006 0.007 0.00
H -0.20708 -1.91708 2.61310 -0.008 -0.034 -0.017 0.00
H 2.02789 4.70961 -1.19142 0.009 0.025 0.005 0.02
H 2.91391 3.50887 -2.37588 -0.024 0.012 -0.048 0.03
H 3.95253 1.18101 -3.36662 -0.006 -0.003 -0.001 0.00
H 2.27180 -0.75120 -2.44948 0.010 -0.005 0.039 0.01
C 1.29391 -1.78411 0.07887 0.373 0.030 -0.066 0.06
C 0.99340 -3.17778 0.02328 -0.208 0.073 0.099 0.17
C 2.22298 -4.04434 0.19892 0.055 0.011 0.047 0.06
C 1.97735 -5.14792 1.18540 -0.032 0.014 -0.027 0.20
C 0.73638 -5.70427 1.22766 -0.014 0.058 -0.074 0.04
C -0.36207 -5.11549 0.52581 0.078 0.039 -0.012 0.23
C -0.24460 -3.82495 -0.00359 0.051 -0.025 -0.013 0.07
H 2.41013 -4.53710 -0.77423 -0.028 -0.010 -0.033 0.03
H 2.80242 -5.55284 1.75864 -0.001 0.000 0.008 0.01
H 0.55542 -6.58205 1.84170 -0.008 -0.005 0.002 0.00
H -1.33244 -5.59868 0.56277 -0.006 0.006 0.001 0.02
H -1.13398 -3.27274 -0.28889 -0.039 0.006 0.017 0.00
N 6.99428 -2.34539 3.65801 0.030 -0.014 0.044 0.04
C 6.08448 -2.22839 2.94857 -0.208 0.041 -0.204 0.03
C 4.96659 -2.09422 2.07295 0.189 -0.133 0.081 0.12
C 4.48224 -0.79573 1.77554 -0.037 0.060 -0.019 0.15
C 3.33111 -0.58348 1.03830 0.025 -0.028 -0.093 0.12
C 2.62927 -1.69165 0.49543 -0.207 -0.057 0.145 0.18
C 3.34914 -3.02197 0.44307 0.071 -0.127 -0.039 0.09
C 4.32315 -3.23443 1.55078 -0.030 0.075 0.096 0.38
H 5.00394 0.05015 2.21037 -0.014 0.008 0.005 0.01
H 2.91795 0.41508 0.94663 0.008 0.026 -0.036 0.01
H 3.92346 -2.97557 -0.50838 0.074 0.037 0.032 0.04
H 4.72035 -4.22189 1.75090 -0.019 -0.005 0.008 0.03
```
Positions in Å, forces in eV/Å.

Properties
- charge = -2
- relative energy (zero: lowest compared OMol25 entry of this formula, charge and spin) (kJ/mol) = 98.14
- 2S+1 = 6
- frontier orbital gap (spin up / spin down) (eV) = 3.054 / 5.664
- expectation value of S² = 8.8123
- HOMO (spin up / spin down) (eV) = 1.2 / -1.5
- lowest unoccupied orbital energy (spin up / spin down) (eV) = 4.21 / 4.21



Molecular formula: C2H12O3S
Method: DFT, wB97M-V/def2-TZVPD

```
18
Properties=species:S:1:pos:R:3:forces:R:3:nbo_charge:R:1
C -2.91764 0.67190 -0.15839 -0.163 -0.367 0.375 -0.85
S -1.78779 -0.69088 -0.04097 -0.132 0.424 0.066 0.42
C 0.85241 -2.10618 0.41011 -0.738 -0.290 -0.275 -0.85
H -3.71574 0.56617 0.57042 -0.008 0.104 0.046 0.23
H -2.38611 1.62154 0.02034 0.122 -0.141 -0.183 0.31
H -3.33167 0.69893 -1.17258 0.240 0.097 -0.064 0.27
H 1.79138 -2.38573 0.87129 0.206 0.034 -0.338 0.24
H 0.12989 -2.93184 0.49011 0.104 0.305 0.404 0.20
H 0.50172 -1.19365 0.90026 -0.059 -0.158 0.349 0.21
H 2.29135 0.52445 -0.48185 0.281 -0.115 -0.992 0.47
H 0.87491 -1.86942 -0.65086 0.726 0.004 -0.059 0.23
O 2.05519 0.56392 -1.54794 0.044 -0.023 0.751 -0.93
H -0.32504 0.71771 0.07925 0.915 0.124 -0.767 0.43
H 1.04752 1.34639 0.64364 0.315 -0.619 0.138 0.53
O 0.07545 1.45974 0.55441 -1.035 0.561 0.536 -0.85
H 2.45735 1.40514 -1.78820 -0.101 0.038 -0.236 0.45
H 3.53101 0.94556 1.04254 -0.264 -0.030 -0.229 0.46
O 2.65419 0.61904 0.79697 -0.455 0.053 0.479 -0.97
```
Positions in Å, forces in eV/Å.

Properties
- relative energy (zero: lowest compared OMol25 entry of this formula, charge and spin) (kJ/mol) = 690.63
- frontier orbital gap (eV) = 3.450
- HOMO (eV) = -8.8
- lowest unoccupied orbital energy (eV) = -5.38



Molecular formula: C5H4N2
Method: DFT, wB97M-V/def2-TZVPD

```
11
Properties=species:S:1:pos:R:3:forces:R:3:nbo_charge:R:1
C -1.16937 -2.15276 1.37102 0.143 0.283 -0.205 -0.18
C -0.69056 -1.23962 0.75053 -0.344 -0.539 0.149 -0.06
C -0.11222 -0.16606 0.02418 0.097 -0.117 -0.147 0.03
C -0.51682 0.54312 -1.09054 0.105 0.244 0.333 -0.28
C 0.54031 1.49086 -1.30913 0.495 0.356 1.554 -0.17
N 1.51031 1.28838 -0.39667 0.255 -0.518 0.869 -0.22
N 1.08460 0.35339 0.41102 0.374 -0.930 0.011 -0.30
H -1.59681 -2.96833 1.90914 0.050 0.113 -0.049 0.24
H -1.43050 0.32673 -1.63951 0.332 0.411 0.160 0.24
H 0.72573 2.54496 -1.04889 -1.429 1.120 -2.823 0.28
H 1.65996 0.11598 1.19761 -0.077 -0.423 0.149 0.41
```
Positions in Å, forces in eV/Å.

Properties
- relative energy (zero: lowest compared OMol25 entry of this formula, charge and spin) (kJ/mol) = 364.47
- SMILES = C#Cc1ccn[nH]1
- frontier orbital gap (eV) = 10.024
- HOMO (eV) = -9.1
- lowest unoccupied orbital energy (eV) = 0.93



Molecular formula: C16H34P2V
Method: DFT, wB97M-V/def2-TZVPD

```
53
Properties=species:S:1:pos:R:3:forces:R:3:lowdin_spin:R:1
P 0.25647 -2.24544 1.66375 -0.501 -0.511 1.133 0.12
P 0.21576 2.09580 1.96249 -1.187 -0.197 0.339 0.08
C 0.48336 -0.70976 0.45658 1.237 0.038 -1.182 0.05
C 0.85330 0.87971 0.68890 0.515 0.010 -0.671 0.06
H -0.28762 -0.75140 -0.32927 0.771 0.221 0.650 0.02
H 1.45066 -1.08580 0.06087 -1.069 0.538 -0.180 0.01
H 1.95641 0.92994 0.55226 -0.730 0.079 0.629 0.00
H 0.42225 1.32812 -0.19023 0.474 -0.259 0.067 0.01
C -1.16281 3.07563 1.21902 0.008 0.514 -0.572 0.02
H -1.40156 3.78891 2.02898 0.073 -0.180 -0.331 0.00
H -2.09231 2.50078 1.04442 0.543 0.071 0.173 0.00
H -0.91319 3.64650 0.30693 -0.096 -0.096 0.279 0.00
C 1.50843 3.32462 2.02035 0.754 0.969 0.279 0.04
H 1.48690 4.05413 1.20511 -0.085 -0.094 -0.024 0.00
H 2.50110 2.87906 2.04195 -0.028 -0.156 0.092 0.00
H 1.36939 3.85414 2.96923 0.135 0.119 -0.178 0.00
C -0.79093 -3.57139 0.94295 0.146 0.104 -0.952 0.03
H -0.73202 -4.39922 1.66957 0.054 0.236 -0.354 0.01
H -0.44384 -3.89584 -0.05095 -0.309 -0.212 0.210 0.00
H -1.83799 -3.24426 0.89767 0.273 -0.066 0.004 0.00
C 1.93801 -2.93412 1.31188 -0.126 -0.012 0.331 0.02
H 2.69195 -2.14344 1.29465 -0.085 -0.076 0.131 0.00
H 1.95834 -3.46916 0.35354 0.017 0.053 0.172 0.00
H 2.17679 -3.61235 2.13646 0.110 -0.065 -0.271 0.00
V -0.80549 -0.04535 1.88736 -0.608 -0.642 3.452 2.51
C 0.47708 1.56965 -2.18177 -1.040 0.835 -0.181 0.00
C -0.84522 1.48842 -1.90947 1.184 0.958 -0.610 0.00
C -1.77148 0.82795 -2.85669 -0.742 -0.855 -0.513 0.00
C -1.35429 -0.62034 -3.26577 -1.000 0.430 -0.616 0.00
C -0.65966 -1.40541 -2.20728 0.835 -1.191 -1.121 0.00
C 0.68512 -1.42953 -2.17528 -1.221 -1.309 -0.803 0.00
C 1.55676 -0.61469 -3.04878 0.573 1.106 -0.518 0.00
C 1.09960 0.86965 -3.33072 1.073 -0.293 -0.961 0.00
C 0.59610 -0.30161 3.55162 0.070 0.129 0.323 -0.03
H 1.18002 2.24855 -1.67653 -0.605 -0.467 0.263 0.00
H -1.33474 2.00422 -1.07921 0.509 -0.046 -0.190 0.00
H -1.84163 1.39209 -3.80771 -0.071 0.019 0.495 0.00
H -2.78024 0.80088 -2.41673 0.271 0.020 -0.185 0.00
H -2.28138 -1.14055 -3.56418 0.348 0.083 0.134 0.00
H -0.75326 -0.55048 -4.19008 -0.230 -0.295 0.556 0.00
H -1.28953 -2.11552 -1.63778 0.621 0.527 -0.046 0.00
H 1.23057 -2.17185 -1.59289 -0.377 0.191 0.147 0.00
H 1.67586 -1.07504 -4.04883 0.048 -0.056 0.437 0.00
H 2.56500 -0.56996 -2.59565 -0.371 -0.068 -0.232 0.00
H 2.03361 1.40499 -3.59815 -0.497 -0.191 0.041 0.00
H 0.47790 0.89310 -4.24470 0.199 0.106 0.545 0.00
H 1.01221 0.68095 3.83818 0.134 -0.650 0.344 0.00
H 1.40189 -1.06707 3.47363 -0.313 0.627 0.373 0.00
H -0.13831 -0.62648 4.33556 0.697 0.170 -0.521 0.01
C -2.68800 -0.15091 2.89618 -0.016 -0.191 -0.188 0.01
H -3.46867 -0.21798 2.11496 -0.195 -0.023 0.468 0.01
H -2.89704 0.70739 3.56905 0.039 -0.386 -0.372 0.00
H -2.68966 -1.08020 3.50461 -0.211 0.434 -0.296 0.01
```
Positions in Å, forces in eV/Å.

Properties
- relative energy (zero: lowest compared OMol25 entry of this formula, charge and spin) (kJ/mol) = 0.00
- 2S+1 = 4
- frontier orbital gap (spin up / spin down) (eV) = 6.218 / 7.378
- expectation value of S² = 3.7829
- HOMO (spin up / spin down) (eV) = -5.8 / -7.0
- lowest unoccupied orbital energy (spin up / spin down) (eV) = 0.46 / 0.41



Molecular formula: C25H46CeCl2N3O6Si
Method: DFT, wB97M-V/def2-TZVPD

```
84
Properties=species:S:1:pos:R:3:forces:R:3:lowdin_spin:R:1
C -1.81997 -3.22433 -3.53238 -0.214 0.059 -0.139 0.00
C -0.89222 -4.36641 -3.25365 0.537 -0.443 0.051 0.00
H -1.85717 -3.01377 -4.60643 -0.084 0.087 0.258 0.00
H -1.49867 -2.31505 -3.00518 -0.042 -0.214 -0.105 0.00
H -2.84562 -3.45487 -3.20162 0.239 0.087 -0.051 0.00
C -0.48893 -5.25309 -4.16764 -0.252 0.234 0.406 0.00
C -0.99787 -5.31344 -5.56808 0.176 -0.093 -0.630 0.00
H 0.24926 -6.01078 -3.89643 -0.352 0.114 0.098 0.00
H -1.10643 -4.32257 -6.02938 0.004 -0.245 0.099 0.00
H -1.97144 -5.82259 -5.64076 0.222 0.143 0.107 0.00
H -0.29291 -5.89206 -6.17493 -0.188 0.136 -0.067 0.00
Ce -0.88935 3.48189 0.69812 -0.880 0.047 -0.045 1.01
Cl -1.83894 1.46959 -0.65341 -0.372 -0.743 -0.514 0.00
C -0.32838 1.03700 2.65260 1.043 1.360 -0.992 0.00
O 0.30032 1.96131 2.04953 -0.569 -2.113 1.605 0.00
N 0.28034 0.06411 3.31607 -0.139 0.146 -0.017 0.00
C 1.73496 -0.05311 3.39915 0.010 -0.146 -0.008 0.00
C -0.53897 -0.91210 4.00924 -0.134 -0.138 -0.025 0.00
H -1.43846 0.99474 2.63494 0.543 0.049 0.097 0.00
H 2.21851 0.88380 3.11040 -0.268 -0.165 0.026 0.00
H 2.09572 -0.86257 2.74481 -0.165 0.258 0.139 0.00
H 2.00286 -0.30955 4.43108 -0.039 0.113 -0.195 0.00
H -1.58004 -0.58859 3.90352 0.181 -0.286 0.171 0.00
H -0.27083 -0.94013 5.07274 -0.083 -0.057 -0.229 0.00
H -0.42128 -1.90683 3.56093 0.005 0.166 0.176 0.00
H 1.88985 6.53034 4.77940 -0.055 0.008 -0.236 0.00
H -0.38696 8.03658 4.94591 0.018 0.043 -0.242 0.00
C 1.82505 6.85514 3.73170 -0.068 0.052 0.106 0.00
C -0.33556 8.09303 3.85061 -0.072 0.055 -0.112 0.00
N 0.43105 6.97837 3.31589 0.001 0.125 0.137 0.00
H 2.35585 6.14326 3.09777 -0.223 0.082 0.056 0.00
C -0.18513 6.08401 2.55687 0.560 -1.705 -0.725 0.00
O 0.34472 5.01475 2.13931 -0.338 2.154 0.952 0.00
H -1.34834 8.02868 3.43664 0.215 0.171 0.216 0.00
H -1.23013 6.33450 2.29098 0.383 -0.106 0.138 0.00
H 2.29297 7.84339 3.65697 -0.048 -0.197 -0.046 0.00
H 0.11919 9.04453 3.54841 -0.106 -0.167 0.121 0.00
H -0.37661 3.70880 -3.96171 0.235 0.097 0.256 0.00
H 0.71806 1.54099 -2.77911 0.247 0.200 0.061 0.00
C 0.50552 4.28501 -3.64710 0.409 0.219 -0.260 0.00
C 1.60066 2.20013 -2.80215 -0.333 -0.006 -0.019 0.00
N 1.22577 3.59485 -2.58357 -0.090 -0.065 0.458 0.00
H 0.17454 5.25239 -3.26515 -0.047 -0.130 -0.160 0.00
C 1.19047 4.12389 -1.36035 -0.253 -0.824 0.793 0.00
O 1.20450 3.44158 -0.28778 1.631 1.020 -2.164 0.00
H 2.31610 1.88728 -2.03712 -0.211 0.066 -0.113 0.00
H 1.06826 5.21553 -1.32731 0.035 -0.309 -0.015 0.00
H 1.16795 4.42441 -4.50504 -0.115 0.016 -0.029 0.00
H 2.06720 2.14799 -3.79129 -0.050 -0.080 0.168 0.00
O 0.76364 -3.58984 -1.71248 0.211 -0.105 -0.145 0.00
C -0.37197 -4.44497 -1.82303 0.368 0.207 0.146 0.00
C 1.21025 -6.43977 -1.47377 -0.333 -0.106 0.161 0.00
C -0.06126 -5.86857 -1.36966 -0.226 0.238 -0.016 0.00
H 2.04230 -5.84225 -1.85696 -0.294 -0.193 0.175 0.00
C 1.38723 -7.77700 -1.09713 -0.183 0.159 -0.022 0.00
H -1.19031 -4.06362 -1.18886 0.188 -0.060 0.066 0.00
C -1.14537 -6.61794 -0.89412 0.440 -0.030 -0.223 0.00
H 2.38019 -8.22428 -1.17072 -0.314 0.053 0.040 0.00
C 0.29931 -8.53161 -0.64761 -0.017 0.084 -0.052 0.00
C -0.97388 -7.95555 -0.55420 0.154 0.123 -0.030 0.00
H -2.11909 -6.12459 -0.84010 0.202 -0.288 0.059 0.00
H 0.43837 -9.57713 -0.37426 -0.008 0.244 -0.058 0.00
H -1.83449 -8.53877 -0.22509 0.303 0.071 -0.017 0.00
Si 1.38707 -2.65934 -0.47647 -0.606 -0.286 -0.403 0.00
Cl -1.53280 5.51844 -0.90473 -0.108 0.620 -0.414 0.00
C 3.23589 -2.57243 -0.71305 0.210 -0.025 -0.078 0.00
C 0.95186 -3.49948 1.13733 0.014 -0.108 0.318 0.00
C 0.58860 -0.98519 -0.64202 0.071 0.091 0.132 0.00
H 3.66139 -3.56741 -0.90952 -0.108 0.237 0.085 0.00
H 3.72496 -2.16541 0.18576 -0.112 -0.078 -0.235 0.00
H 3.49276 -1.92272 -1.56270 -0.059 -0.170 0.212 0.00
H 0.82412 -0.53984 -1.62077 -0.052 -0.143 0.269 0.00
H 0.90348 -0.27112 0.13123 -0.048 -0.046 -0.141 0.00
H -0.50512 -1.06122 -0.58033 0.217 0.034 -0.009 0.00
H 1.25065 -4.55986 1.11639 -0.066 0.307 0.002 0.00
H -0.13282 -3.46527 1.32037 0.236 -0.002 -0.035 0.00
H 1.45871 -3.02590 1.99238 -0.147 -0.122 -0.162 0.00
C -4.00185 5.71947 1.96772 -0.329 0.293 -0.007 0.00
C -3.54532 4.48287 2.68765 1.191 -1.323 -0.032 0.00
O -4.10054 4.05742 3.68412 0.243 0.324 -0.478 0.00
O -2.46825 3.88580 2.13234 -1.950 0.933 1.313 0.00
H -4.05161 6.54304 2.67841 0.023 0.087 0.076 0.00
H -5.02615 5.55813 1.63201 -0.008 -0.009 -0.073 0.00
H -3.37942 5.98586 1.11584 -0.008 -0.085 0.022 0.00
```
Positions in Å, forces in eV/Å.

Properties
- relative energy (zero: lowest compared OMol25 entry of this formula, charge and spin) (kJ/mol) = 0.00
- 2S+1 = 2
- frontier orbital gap (spin up / spin down) (eV) = 7.551 / 8.959
- expectation value of S² = 0.7506
- HOMO (spin up / spin down) (eV) = -7.2 / -8.6
- lowest unoccupied orbital energy (spin up / spin down) (eV) = 0.34 / 0.34



Results for molar mass: 620.7, 116.2, 92.1, 339.3, 723.8 (in u, following the order of the records).